Record 1
Below is a molecular structure, C30H75B2F8N6O13V at a distorted geometry, with properties calculated with ωB97M-V/def2-TZVPD.

Structure (XYZ):
```
135
Properties=species:S:1:pos:R:3:lowdin_charge:R:1
V 2.683 0.063 -0.987 1.194
F 0.600 1.878 1.917 0.168
F 4.607 4.258 -4.023 0.145
F 0.244 1.755 -0.385 0.175
F 3.535 -0.727 -2.417 -0.387
F 6.270 5.792 -3.485 0.040
F -0.636 0.077 0.914 0.120
F 6.738 3.764 -4.768 0.122
F 1.486 0.268 0.614 0.025
O 4.965 1.974 1.342 0.106
O -3.793 2.472 0.862 -0.196
O -2.250 -4.142 2.667 -0.186
O 6.157 3.783 -2.325 -0.063
O -1.931 2.024 5.703 -0.168
O 2.177 1.267 -2.741 -0.303
O 2.903 4.943 2.389 -0.209
O 2.634 -1.874 -0.108 -0.291
O 3.278 2.039 -0.047 -0.036
O 1.024 -0.870 -6.611 -0.195
O -2.087 -2.482 -3.347 -0.232
O -7.592 -3.922 5.658 -0.223
O 4.444 0.171 0.188 -0.079
N -3.175 0.668 3.014 -0.070
N -0.794 -2.842 -5.641 -0.017
N 4.086 5.416 0.106 -0.056
N 0.696 -0.656 -1.653 -0.063
N 4.270 1.432 0.504 -0.467
N -4.329 -5.288 4.588 -0.059
C -3.235 -2.040 -2.704 -0.136
C 4.347 5.003 -1.264 -0.144
C -5.267 -4.197 4.843 -0.199
C 7.455 3.171 -2.150 0.043
C -0.745 2.052 6.466 -0.101
C -3.706 1.093 0.733 -0.265
C 2.114 5.500 1.413 -0.253
C 5.832 4.650 -1.248 -0.117
C 2.067 -0.100 -7.058 -0.139
C 0.599 -0.478 -3.131 -0.147
C -4.247 0.527 2.004 -0.212
C -2.246 -3.945 4.071 -0.242
C 3.234 1.793 -3.612 -0.020
C -2.215 -2.892 1.943 -0.068
C 0.743 -2.039 -7.434 -0.174
C 2.256 4.102 3.306 -0.103
C 3.024 6.255 0.478 -0.213
C 0.874 0.980 -3.396 -0.109
C 0.457 -3.154 -6.446 -0.159
C -1.105 -3.924 -4.798 -0.293
C -3.455 3.268 -0.212 -0.105
C -7.814 -3.872 7.057 -0.122
C -3.561 0.693 4.481 -0.166
C -2.363 -3.686 -4.095 -0.220
C 3.677 -2.880 -0.296 -0.030
C -6.604 -4.905 5.229 -0.186
C 0.521 -2.077 -1.310 -0.139
C -2.232 0.725 5.276 -0.268
C -2.885 -5.125 4.779 -0.201
C 1.261 -2.405 -0.069 -0.138
B 0.335 1.098 0.807 -1.251
B 5.966 4.337 -3.706 -0.971
H -3.260 -2.745 1.565 0.096
H -1.617 -3.060 1.098 0.046
H -6.994 -5.464 4.352 0.119
H -1.842 -2.078 2.532 0.072
H -2.661 1.525 2.739 0.116
H -2.313 -6.020 4.528 0.115
H 3.667 0.938 -4.107 0.083
H -6.875 -4.012 7.602 0.083
H 1.248 -3.466 0.106 0.134
H 0.959 1.225 -4.472 0.129
H -0.682 1.232 7.150 0.076
H -4.080 -1.775 -3.476 0.125
H -8.286 -2.912 7.220 0.080
H -0.527 -2.339 -1.209 0.129
H -1.301 -4.844 -5.322 0.122
H 2.814 2.457 -4.345 0.092
H 7.976 3.887 -1.490 0.115
H 6.028 4.062 -0.347 0.140
H -4.293 0.784 -0.187 0.134
H 1.690 4.553 0.927 0.150
H 3.641 -3.552 0.539 0.083
H -4.085 2.959 -1.066 0.094
H -5.455 -3.548 4.025 0.098
H -2.582 -5.013 5.827 0.117
H 1.420 4.610 3.847 0.094
H 4.642 -2.345 -0.318 0.097
H 3.909 2.377 -2.981 0.074
H -0.394 -4.185 -3.980 0.133
H -3.241 -3.428 -4.781 0.145
H -4.218 1.612 4.811 0.143
H -2.393 3.190 -0.411 0.085
H -4.392 -0.625 1.868 0.123
H 1.308 -1.188 -3.633 0.140
H -0.605 -2.013 -5.108 0.070
H -8.540 -4.677 7.344 0.094
H -6.463 -5.703 6.020 0.127
H -2.323 -0.010 6.122 0.123
H 0.821 -1.984 0.798 0.107
H 0.324 -4.148 -6.940 0.132
H -4.189 -0.232 4.628 0.111
H -2.734 -4.517 -3.462 0.135
H 1.299 -3.230 -5.797 0.102
H -0.081 -1.818 -8.060 0.108
H 2.699 0.226 -6.245 0.066
H 0.111 1.861 5.876 0.069
H 3.992 5.667 -2.015 0.117
H -3.047 -1.088 -2.211 0.077
H -3.736 4.269 0.032 0.083
H 0.926 -2.608 -2.116 0.106
H 3.517 -3.525 -1.226 0.123
H 2.396 6.448 -0.346 0.106
H 8.050 2.863 -3.019 0.121
H 1.701 0.800 -7.577 0.099
H 1.558 -2.304 -8.109 0.117
H 6.467 5.549 -1.319 0.154
H 4.853 5.464 0.741 0.113
H -2.682 0.798 0.560 0.097
H 2.980 3.613 4.003 0.105
H -0.430 -0.649 -3.508 0.123
H 2.772 -0.642 -7.691 0.088
H 1.396 6.198 1.822 0.118
H 7.428 2.305 -1.426 0.130
H -2.845 -3.097 4.406 0.108
H 0.101 1.632 -3.001 0.128
H 3.847 4.028 -1.497 0.111
H -1.505 0.242 4.607 0.116
H 1.685 3.373 2.751 0.047
H -4.877 -3.514 5.589 0.115
H -5.241 0.952 2.251 0.122
H -0.680 3.032 6.879 0.086
H 3.430 7.195 1.012 0.150
H -0.042 -0.155 -1.249 0.084
H -1.233 -3.827 4.350 0.109
H -4.519 -5.631 3.665 0.103
H -3.680 -2.722 -2.026 0.070
```

Values from the calculation:
Multiplicity   3
Energy   -4287.4144 hartree
HOMO-LUMO gap (spin up / spin down)   8.03 / 8.26 eV
LUMO energy (spin up / spin down)   -0.01 / 0.22 eV


Record 2
Below is 6 unconnected molecules or ions with the total composition C30H75BF4N5O10 at a distorted geometry, with properties calculated with ωB97M-V/def2-TZVPD.

Structure (XYZ):
```
125
Properties=species:S:1:pos:R:3:lowdin_charge:R:1
F -1.004 0.244 0.734 0.095
F 1.067 -0.601 0.668 0.208
F -0.322 -0.726 -1.066 0.185
F 0.657 1.201 -0.551 0.092
O 1.935 -4.236 3.826 -0.157
O 3.512 -2.802 -2.796 -0.266
O -3.328 -3.438 -1.031 -0.250
O 5.528 -5.235 -9.075 -0.192
O -1.098 5.854 0.435 -0.208
O -2.813 -5.347 9.120 -0.178
O -0.114 -0.008 5.326 -0.168
O -1.430 3.355 -4.018 -0.142
O -3.348 9.958 -6.308 -0.172
O 3.548 1.479 3.647 -0.177
N -2.625 6.774 -4.337 -0.054
N 3.987 -3.858 -6.290 -0.143
N -1.906 -2.149 7.906 -0.091
N 1.722 3.355 1.236 -0.087
N -0.656 -3.220 1.520 -0.061
C 2.404 -3.916 4.925 -0.308
C -1.223 -3.643 0.278 -0.149
C 0.477 -3.895 1.934 -0.254
C -1.942 4.576 -3.516 -0.143
C -3.084 -5.966 10.193 -0.249
C -0.963 -0.313 6.418 -0.261
C 4.289 -3.781 -4.972 -0.257
C -4.578 -2.874 -1.360 -0.138
C 0.925 -3.366 3.289 -0.136
C 3.327 2.084 2.392 -0.155
C 3.047 -3.080 -4.126 -0.185
C 1.921 2.718 2.433 -0.263
C -4.220 10.989 -6.285 -0.135
C -2.156 -3.556 7.876 -0.271
C -1.939 5.590 -4.618 -0.249
C -1.092 2.495 -3.245 -0.285
C -0.848 -0.082 4.098 -0.064
C 3.143 0.269 3.785 -0.207
C -2.385 5.273 0.576 -0.130
C -2.563 -2.851 0.037 -0.128
C -3.453 8.973 -5.295 -0.198
C 2.568 -2.185 -1.965 -0.108
C -2.507 7.781 -5.432 -0.179
C -0.054 4.837 0.112 -0.150
C 4.509 -4.525 -8.471 -0.160
C 0.521 4.278 1.429 -0.162
C -1.388 -1.738 6.569 -0.215
C -2.627 -3.932 9.263 -0.217
C 5.014 -4.501 -6.977 -0.217
C 5.354 -5.521 -10.249 -0.259
B 0.139 -0.007 -0.044 -1.505
H -1.058 -1.049 3.870 0.045
H 1.043 5.200 1.877 0.143
H 0.649 -4.800 2.179 0.057
H 2.056 0.399 3.675 0.078
H -2.553 7.219 -6.280 0.077
H 1.654 -3.716 5.899 0.122
H -3.121 6.038 0.730 0.066
H -1.283 -4.178 7.561 0.135
H -2.166 7.209 -3.518 0.135
H -4.290 -1.766 -1.425 0.104
H -0.180 3.735 1.976 0.083
H -3.523 -3.372 9.668 0.137
H -1.273 4.711 -2.821 0.069
H -3.465 9.460 -4.296 0.135
H -2.378 4.579 1.525 0.124
H -5.071 -3.297 -2.375 0.121
H -0.663 4.042 -0.188 0.080
H 1.840 -3.017 -1.658 0.108
H 3.521 -0.517 3.044 0.117
H -4.363 8.471 -5.405 0.099
H -0.458 -2.225 1.559 0.100
H 3.474 0.016 4.724 0.068
H 5.494 -4.468 -10.605 0.122
H 5.189 -5.416 -6.502 0.095
H -2.850 4.508 -3.122 0.093
H 4.042 2.872 2.454 0.116
H -5.302 -3.058 -0.564 0.060
H 2.148 -3.792 -3.900 0.136
H 1.799 3.462 3.311 0.155
H -1.442 -4.604 0.337 0.076
H 4.449 -6.040 -10.617 0.107
H 6.143 -6.149 -10.349 0.073
H -0.165 2.651 -2.606 0.097
H -1.597 0.743 4.009 0.128
H 1.975 -1.465 -2.601 0.098
H -2.755 4.789 -0.322 0.068
H 5.116 -2.868 -4.963 0.170
H -1.633 -3.543 9.965 0.177
H -1.043 5.628 -5.076 0.072
H -0.585 -0.082 7.544 0.160
H 5.990 -4.061 -7.111 0.128
H -1.890 -2.018 5.631 0.121
H 4.682 -3.519 -8.760 0.116
H 3.187 -1.650 -1.301 0.079
H -1.245 -1.995 8.634 0.081
H 2.724 -2.119 -4.615 0.122
H -3.350 -3.063 0.771 0.122
H -1.756 0.340 6.376 0.079
H -2.439 -1.839 -0.085 0.073
H -1.951 2.564 -2.500 0.105
H 3.172 -4.470 -6.280 0.132
H 1.475 2.850 0.397 0.089
H 3.499 -5.001 -8.616 0.150
H -1.434 8.129 -5.504 0.137
H -0.384 -2.286 6.537 0.120
H 3.040 -4.780 5.371 0.103
H 3.116 -3.030 4.909 0.093
H 1.074 1.983 2.464 0.123
H 1.385 -2.241 2.905 0.195
H -4.065 11.501 -7.044 0.006
H -3.237 -3.651 7.316 0.180
H -2.243 5.083 -5.670 0.176
H -0.039 -3.438 3.898 0.146
H -0.076 0.174 3.521 0.013
H -2.210 -5.978 10.740 0.057
H 3.337 1.459 1.545 0.114
H -3.915 -5.440 10.722 0.102
H -1.021 1.335 -3.478 0.138
H -3.340 -7.081 10.175 0.118
H -0.578 -3.701 -0.487 0.076
H -3.929 11.454 -5.322 0.098
H -5.311 10.773 -5.994 0.123
H 0.720 5.117 -0.471 0.089
H 4.682 -4.800 -4.409 0.162
H 1.031 -3.640 1.023 0.131
```

Values from the calculation:
Multiplicity   1
Energy   -2637.9153 hartree
Charge   -1
HOMO-LUMO gap   8.07 eV
Energy relative to the best compared isomer or geometry (same formula, charge and spin)   1.795 eV
LUMO energy   2.20 eV